ORCA calculation (ωB97M-V/def2-TZVPD) on a molecular structure, C28H30N3PbSb2Se3Te at a distorted geometry.

The frontier orbital gap is 0.1719 Eh. The total charge is +1. Its energy is -9394.65181 a.u. As for the relative energy (zero: lowest compared OMol25 entry of this formula, charge and spin): 0.0 kcal per mole. The value obtained for the LUMO energy is -4.5 eV.

Positions of all 68 atoms, in Å:
Pb1 -0.34187 1.40334 -1.28595
Se1 -0.36487 1.00564 1.44475
Se2 -0.71617 3.18374 2.05615
Te1 1.49213 4.28494 1.56265
Se3 1.83733 3.48614 -0.76395
N1 -10.78107 1.01524 0.23625
C1 -9.66297 1.13294 0.01575
C2 -8.27317 1.26174 -0.23195
C3 -7.43687 1.77594 0.76055
C4 -6.07627 1.85694 0.53925
C5 -5.52347 1.42864 -0.66815
C6 -6.36977 0.93144 -1.66215
C7 -7.73217 0.85044 -1.45155
C8 -4.05897 1.44854 -0.86855
C9 -3.39547 2.65904 -0.74855
C10 -4.00277 3.91254 -0.36955
C11 -2.99697 4.80804 -0.17895
C12 -1.79407 4.12004 -0.48045
N2 -2.03277 2.86644 -0.86505
C13 -3.45727 0.16124 -1.03265
C14 -4.20257 -1.08976 -0.90935
C15 -3.32587 -2.09456 -0.98715
C16 -1.95927 -1.51056 -1.15195
N3 -2.17727 -0.08086 -1.19435
H1 -7.85417 2.10064 1.70295
H2 -5.42757 2.23464 1.31675
H3 -5.95807 0.62714 -2.61395
H4 -8.38717 0.46334 -2.21855
H5 -5.05287 4.09454 -0.26305
H6 -3.07337 5.83564 0.11845
H7 -0.82197 4.56644 -0.59215
H8 -5.26257 -1.15406 -0.76215
H9 -3.51657 -3.14946 -0.95045
H10 -1.36607 -1.71306 -0.24405
C17 4.98183 2.03024 -0.97555
Sb1 3.98653 0.32974 -0.07415
C18 4.71833 0.53074 1.93745
C19 5.46573 -1.07596 -0.83485
C20 5.74073 -2.08386 0.20445
C21 6.85903 -1.93176 1.01755
C22 7.13053 -2.82176 2.03725
C23 6.25643 -3.86956 2.28035
C24 5.12823 -4.02156 1.49595
C25 4.85893 -3.14496 0.44625
C26 3.67903 -3.36716 -0.42215
Sb2 2.05043 -1.88006 -0.15765
C27 -1.19667 -2.02806 -2.36995
C28 2.11023 -2.11446 1.98665
H11 6.03873 1.95224 -0.73925
H12 4.56823 2.94594 -0.57495
H13 4.82503 2.01354 -2.04945
H14 5.79483 0.66924 1.87835
H15 4.49763 -0.36056 2.51645
H16 4.25253 1.39524 2.40045
H17 6.36403 -0.51646 -1.07785
H18 5.06073 -1.49496 -1.75315
H19 7.53333 -1.11036 0.82545
H20 8.02583 -2.70606 2.62815
H21 6.45413 -4.56666 3.07915
H22 4.44983 -4.84226 1.68465
H23 3.20433 -4.32076 -0.19605
H24 3.94003 -3.36516 -1.47865
H25 -1.01557 -3.09496 -2.26095
H26 -0.23977 -1.51046 -2.46795
H27 -1.78497 -1.85616 -3.26845
H28 1.59843 -3.04256 2.23685
H29 1.59233 -1.28726 2.46575
H30 3.14383 -2.17626 2.32095

Charges obtained by Mulliken population analysis, quoted in units of e: atom 1 (Pb): 0.70, atom 2 (Se): -0.08, atom 3 (Se): -0.23, atom 4 (Te): 0.01, atom 5 (Se): -0.56, atom 6 (N): -0.47, atom 7 (C): -0.09, atom 8 (C): 0.45, atom 9 (C): -0.86, atom 10 (C): -0.49, atom 11 (C): -0.14, atom 12 (C): -0.21, atom 13 (C): -0.76, atom 14 (C): 0.55, atom 15 (C): 0.50, atom 16 (C): -0.52, atom 17 (C): -1.14, atom 18 (C): -0.51, atom 19 (N): -0.05, atom 20 (C): 0.55, atom 21 (C): -0.55, atom 22 (C): -1.05, atom 23 (C): 0.44, atom 24 (N): -0.18, atom 25 (H): 0.47, atom 26 (H): 0.65, atom 27 (H): 0.52, atom 28 (H): 0.48, atom 29 (H): 0.67, atom 30 (H): 0.49, atom 31 (H): 0.69, atom 32 (H): 0.57, atom 33 (H): 0.52, atom 34 (H): 0.06, atom 35 (C): -1.34, atom 36 (Sb): 1.00, atom 37 (C): -1.21, atom 38 (C): -1.62, atom 39 (C): 0.73, atom 40 (C): -0.78, atom 41 (C): -0.70, atom 42 (C): -0.64, atom 43 (C): -0.69, atom 44 (C): 1.28, atom 45 (C): -1.77, atom 46 (Sb): 0.29, atom 47 (C): -1.23, atom 48 (C): -1.17, atom 49 (H): 0.48, atom 50 (H): 0.41, atom 51 (H): 0.43, atom 52 (H): 0.42, atom 53 (H): 0.29, atom 54 (H): 0.41, atom 55 (H): 0.68, atom 56 (H): 0.50, atom 57 (H): 0.45, atom 58 (H): 0.43, atom 59 (H): 0.42, atom 60 (H): 0.39, atom 61 (H): 0.62, atom 62 (H): 0.50, atom 63 (H): 0.36, atom 64 (H): 0.22, atom 65 (H): 0.35, atom 66 (H): 0.47, atom 67 (H): 0.32, atom 68 (H): 0.24

=====

ORCA calculation (ωB97M-V/def2-TZVPD) on a molecular structure, C3H5N3 at a distorted geometry.

The frontier orbital gap is 0.3006 Eh. The total charge is 0. Its energy is -281.37985 a.u. As for the relative energy (zero: lowest compared OMol25 entry of this formula, charge and spin): 131.9 kcal per mole. The value obtained for the LUMO energy is 0.2 eV.

Positions of all 11 atoms, in Å:
C1 -1.97141 -0.17295 0.07824
C2 0.01611 -0.09006 0.45023
C3 0.99490 0.56986 -0.13655
N1 2.23213 -0.19041 -0.20390
N2 2.41140 -1.32334 0.18843
N3 -0.85216 -0.78293 0.93742
H1 -2.06936 -0.69521 -0.86356
H2 -1.87980 0.91215 -0.12078
H3 -2.84511 -0.29164 0.69588
H4 1.00292 1.60734 -0.43065
H5 2.98696 0.41372 -0.58296

Charges obtained by Mulliken population analysis, quoted in units of e: atom 1 (C): -0.76, atom 2 (C): 0.56, atom 3 (C): -0.53, atom 4 (N): 0.26, atom 5 (N): -0.68, atom 6 (N): -0.36, atom 7 (H): 0.31, atom 8 (H): 0.26, atom 9 (H): 0.31, atom 10 (H): 0.38, atom 11 (H): 0.25

=====

ORCA calculation (ωB97M-V/def2-TZVPD) on 14 unconnected molecules or ions with the total composition C53H100O31 at a distorted geometry.

The frontier orbital gap is 0.3647 Eh. The total charge is 0. Its energy is -4411.99690 a.u. The value obtained for the LUMO energy is 0.2 eV.

Positions of all 184 atoms, in Å:
C1 9.23840 12.77453 22.88649
C2 8.38604 13.96558 23.40170
O1 9.19682 15.08634 23.11494
C3 10.22444 14.68761 22.22776
O2 11.02456 15.40151 21.70550
O3 10.25715 13.36549 22.09900
H1 8.67597 12.15041 22.22398
H2 9.83472 12.30994 23.63213
H3 8.34096 13.87741 24.45484
H4 7.34884 14.04682 22.96802
C4 14.45040 17.56428 9.87927
C5 15.98258 17.68938 9.68930
O4 16.35680 16.57155 8.86244
C6 15.33204 15.77656 8.66274
O5 15.34092 14.77713 7.98880
O6 14.19003 16.19595 9.33794
H5 13.88997 18.34402 9.33915
H6 14.14457 17.65083 10.97592
H7 16.58744 17.45122 10.61094
H8 16.27111 18.67681 9.24794
C7 10.77984 14.97402 18.00898
C8 11.35024 15.91391 16.99910
O7 10.37371 16.07446 16.00602
C9 9.55125 15.02918 16.06701
O8 8.65797 14.83142 15.26595
O9 9.71633 14.35559 17.25379
H9 10.38281 15.43804 18.92849
H10 11.48140 14.14303 18.19681
H11 12.25400 15.55986 16.54619
H12 11.72696 16.88132 17.45742
O10 10.15909 19.38314 18.60548
C10 10.10412 19.76029 17.46140
O11 9.01324 19.75002 16.67542
C11 7.76857 19.15806 17.13877
C12 7.69515 17.66992 16.77404
C13 11.30678 20.46465 16.74884
H13 7.03380 19.77574 16.56926
H14 7.62486 19.22191 18.20814
H15 8.27212 17.20287 17.55899
H16 8.07055 17.45487 15.77342
H17 6.67514 17.32023 16.90706
H18 11.13220 21.53519 16.76631
H19 11.19758 20.09066 15.69980
H20 12.31759 20.24433 17.18369
O12 14.06578 21.21278 10.48813
C14 13.57130 21.91300 11.31752
O13 13.59639 21.62894 12.61925
C15 14.22295 20.38514 12.99902
C16 14.20915 20.22779 14.51912
C17 12.82926 23.17344 11.07523
H21 15.20459 20.36071 12.56741
H22 13.67264 19.52344 12.58007
H23 13.24225 19.99616 14.91591
H24 14.43200 21.22714 14.89823
H25 15.03482 19.58682 14.83250
H26 13.06131 23.52060 10.05039
H27 12.96125 24.00668 11.77414
H28 11.76204 23.01084 11.11093
O14 17.01689 14.44850 18.93268
C18 16.88474 13.27026 18.74394
O15 15.82004 12.60488 19.21584
C19 14.87378 13.34666 20.02294
C20 15.30823 13.20794 21.49619
C21 17.82365 12.37975 18.09815
H29 13.96125 12.78798 19.88900
H30 14.70909 14.39635 19.72480
H31 14.53504 13.50934 22.25488
H32 16.13872 13.87874 21.70140
H33 15.66289 12.22059 21.69968
H34 18.78772 12.35232 18.49804
H35 18.07598 12.71902 17.04213
H36 17.34456 11.42496 18.12964
O16 18.97840 16.38479 20.33784
C22 18.76643 17.57272 20.22602
O17 17.58669 18.15414 20.36838
C23 16.49386 17.21697 20.57116
C24 16.31518 17.10525 22.07642
C25 19.90042 18.56509 20.02247
H37 16.82387 16.28392 20.11020
H38 15.55659 17.53582 20.10857
H39 15.57312 16.28386 22.28996
H40 15.90232 18.05437 22.39599
H41 17.28208 16.88553 22.59504
H42 19.94907 18.97893 19.04462
H43 20.78055 18.03961 20.29927
H44 19.67646 19.40462 20.70556
O18 12.48478 16.94858 12.93889
C26 11.47760 16.56799 12.41215
O19 10.63684 17.40349 11.80552
C27 10.72963 18.85387 11.98299
C28 10.21492 19.28126 13.31878
C29 10.98662 15.15929 12.44455
H45 10.23040 19.25583 11.08711
H46 11.78888 19.14055 11.79215
H47 9.17640 19.01418 13.34487
H48 10.36152 20.38238 13.57992
H49 10.74978 18.77245 14.04634
H50 11.73520 14.47214 12.91058
H51 10.92329 14.79488 11.40702
H52 10.01331 15.03909 12.87610
O20 16.89120 12.03794 10.57095
C30 16.06898 12.86190 10.83375
O21 16.34268 14.08126 11.25115
C31 17.75241 14.42468 11.22759
C32 18.65376 13.65049 12.25724
C33 14.55211 12.61125 10.74758
H53 17.74819 15.50630 11.40859
H54 18.12999 14.23492 10.19759
H55 18.58402 14.10773 13.21736
H56 19.72086 13.74728 11.90250
H57 18.40457 12.60943 12.27403
H58 14.31758 12.41907 9.70679
H59 13.99850 13.44677 11.09996
H60 14.32533 11.68642 11.33073
O22 20.94023 15.50655 15.33401
C34 20.95493 14.90587 16.37430
O23 21.50704 13.72041 16.48872
C35 22.30210 13.19010 15.40534
C36 21.39536 12.43800 14.43154
C37 20.45648 15.42420 17.72360
H61 23.01659 12.55141 15.84826
H62 22.85932 14.04641 14.95221
H63 20.75034 13.06737 13.81371
H64 20.86227 11.67950 14.96722
H65 21.95831 11.95492 13.63794
H66 21.08034 15.05841 18.53960
H67 19.48388 15.09174 17.98422
H68 20.51972 16.53216 17.72681
O24 19.24434 20.04304 16.53241
C38 18.16774 19.59200 16.21553
O25 17.87212 19.15712 14.96059
C39 19.10730 18.85491 14.21427
C40 18.75947 18.55896 12.82051
C41 16.98713 19.42992 17.10930
H69 19.57113 17.95938 14.67910
H70 19.78161 19.68555 14.32726
H71 18.45846 19.45143 12.27662
H72 18.05141 17.72756 12.75094
H73 19.73422 18.31553 12.41682
H74 17.08760 20.04953 17.94208
H75 16.94817 18.36415 17.43198
H76 16.08889 19.57025 16.45410
O26 18.62263 10.97368 14.79542
C42 18.70592 9.78418 14.69288
O27 18.67224 9.08320 13.52494
C43 18.41873 9.86878 12.36842
C44 19.62998 10.27945 11.60129
C45 18.82484 8.88963 15.88983
H77 17.81567 10.65550 12.82724
H78 17.74675 9.30262 11.64622
H79 19.40631 10.86594 10.65338
H80 20.23468 9.40902 11.33070
H81 20.31399 10.93146 12.15963
H82 19.75964 9.22730 16.37905
H83 18.94075 7.84996 15.47093
H84 18.06838 8.96631 16.63810
O28 17.29770 14.68283 15.50807
C46 16.24096 14.09154 15.65814
O29 15.20829 14.65171 16.24684
C47 15.35087 16.00238 16.69361
C48 15.11476 16.94902 15.57149
C49 16.01050 12.76693 15.11374
H85 16.34553 16.16376 17.09734
H86 14.58254 16.12474 17.47432
H87 15.99694 17.21283 15.00272
H88 14.81213 17.84408 16.02233
H89 14.41994 16.60871 14.86562
H90 16.73872 12.35243 14.42567
H91 15.09687 12.71112 14.51737
H92 15.77337 12.00869 15.89688
O30 13.48381 19.23140 19.12100
C50 13.27976 20.18018 19.80270
O31 12.60600 20.12191 20.95633
C51 12.20740 18.81756 21.41592
C52 10.79018 18.84381 21.84226
C53 13.56734 21.64426 19.53441
H93 12.90824 18.54165 22.25415
H94 12.40511 18.13699 20.58872
H95 10.67033 19.63471 22.59893
H96 10.49990 17.86054 22.27114
H97 10.06100 19.01742 21.06206
H98 13.90271 21.70883 18.50043
H99 14.26528 22.04350 20.30305
H100 12.56859 22.24330 19.60257

These are the Mulliken partial charges, in e, on atoms 1 to 99: atom 1 (C): -0.41, atom 2 (C): -0.25, atom 3 (O): -0.32, atom 4 (C): 0.55, atom 5 (O): -0.29, atom 6 (O): -0.34, atom 7 (H): 0.26, atom 8 (H): 0.30, atom 9 (H): 0.24, atom 10 (H): 0.27, atom 11 (C): 0.54, atom 12 (C): 0.28, atom 13 (O): -0.33, atom 14 (C): 0.60, atom 15 (O): -0.59, atom 16 (O): -0.33, atom 17 (H): 0.20, atom 18 (H): -0.43, atom 19 (H): -0.20, atom 20 (H): 0.29, atom 21 (C): 0.04, atom 22 (C): 0.60, atom 23 (O): -0.03, atom 24 (C): 0.35, atom 25 (O): -0.60, atom 26 (O): -0.41, atom 27 (H): 0.12, atom 28 (H): 0.19, atom 29 (H): -0.22, atom 30 (H): -0.16, atom 31 (O): -0.52, atom 32 (C): 0.38, atom 33 (O): -0.30, atom 34 (C): -0.41, atom 35 (C): -0.56, atom 36 (C): 0.51, atom 37 (H): 0.32, atom 38 (H): 0.31, atom 39 (H): 0.05, atom 40 (H): 0.07, atom 41 (H): 0.39, atom 42 (H): 0.44, atom 43 (H): -0.63, atom 44 (H): -0.30, atom 45 (O): -0.55, atom 46 (C): 0.85, atom 47 (O): -0.39, atom 48 (C): 0.32, atom 49 (C): 0.76, atom 50 (C): -1.17, atom 51 (H): 0.56, atom 52 (H): -0.53, atom 53 (H): -0.46, atom 54 (H): 0.56, atom 55 (H): -0.70, atom 56 (H): 0.34, atom 57 (H): 0.33, atom 58 (H): 0.27, atom 59 (O): -0.23, atom 60 (C): 0.56, atom 61 (O): -0.44, atom 62 (C): 0.29, atom 63 (C): -1.29, atom 64 (C): -1.03, atom 65 (H): 0.31, atom 66 (H): -0.04, atom 67 (H): 0.29, atom 68 (H): 0.29, atom 69 (H): 0.37, atom 70 (H): 0.45, atom 71 (H): -0.18, atom 72 (H): 0.36, atom 73 (O): -0.55, atom 74 (C): 0.86, atom 75 (O): -0.35, atom 76 (C): 1.89, atom 77 (C): -1.43, atom 78 (C): -1.29, atom 79 (H): -0.65, atom 80 (H): -0.01, atom 81 (H): 0.24, atom 82 (H): 0.39, atom 83 (H): 0.30, atom 84 (H): 0.21, atom 85 (H): 0.35, atom 86 (H): 0.40, atom 87 (O): -0.25, atom 88 (C): 0.79, atom 89 (O): -0.42, atom 90 (C): 0.26, atom 91 (C): -0.48, atom 92 (C): -1.40, atom 93 (H): 0.36, atom 94 (H): -0.34, atom 95 (H): 0.32, atom 96 (H): 0.44, atom 97 (H): -0.19, atom 98 (H): 0.21, atom 99 (H): 0.41